No. 1
Computed, not measured: a single C4H7NO molecule, with the ωB97M-V functional and the def2-TZVPD basis.

Each line ends with the Mulliken charge.
Atoms and positions in Å:
1 C 1.66 0.16 0.30  -1.0639
2 C -0.61 -0.84 -0.80  -0.5342
3 C 0.54 1.14 0.01  -0.2706
4 N -0.65 0.42 -0.47  -0.0163
5 C -1.82 -1.49 -0.28  0.3258
6 O -3.00 -1.40 -0.55  -0.4950
7 H 1.24 -0.77 0.72  0.3330
8 H 2.20 -0.13 -0.60  0.3176
9 H 2.36 0.59 1.03  0.3372
10 H 0.20 1.61 0.94  0.2877
11 H 0.85 1.95 -0.67  0.2607
12 H -1.54 0.86 -0.21  0.2591
13 H -1.44 -2.09 0.59  0.2589

Calculated values
Net charge = 0
Gap between HOMO and LUMO = 9.39 eV



No. 2
Computed, not measured: a single C3H5ClO molecule, with the ωB97M-V functional and the def2-TZVPD basis.

Each line ends with the Mulliken charge.
Atoms and positions in Å:
1 C -1.50 -0.55 0.04  -0.5324
2 O -0.12 -0.96 0.01  -0.2632
3 C 0.52 0.36 0.05  0.1360
4 C 1.87 0.62 0.12  -0.2069
5 Cl 2.86 -0.81 0.00  -0.1654
6 H -1.78 0.48 -0.58  0.2593
7 H -2.21 -1.54 -0.42  0.1969
8 H -1.83 -0.53 1.16  0.2544
9 H -0.24 1.25 -0.34  0.0376
10 H 2.42 1.69 -0.04  0.2836

Calculated values
SMILES = CO/C=C\Cl
Net charge = 0
Gap between HOMO and LUMO = 9.88 eV



No. 3
Computed, not measured: an isolated ion of composition C3H12N3O and charge +1, with the ωB97M-V functional and the def2-TZVPD basis.

Each line ends with the Mulliken charge.
Atoms and positions in Å:
1 C 0.60 0.20 -1.63  -1.5321
2 C 0.51 -0.27 -0.17  0.6632
3 N 1.18 -1.45 0.00  -0.5231
4 N 0.90 0.74 0.98  -0.3757
5 C -1.09 -0.26 0.23  -0.3663
6 N -1.61 1.13 0.21  -0.5015
7 O -1.17 -0.88 1.53  -0.5881
8 H 0.44 -0.69 -2.12  0.4666
9 H 0.06 1.14 -1.82  0.4039
10 H 1.66 0.53 -1.73  0.3859
11 H 1.66 -1.88 -0.78  0.2333
12 H 0.84 -1.84 0.86  0.2329
13 H 1.89 0.69 1.31  0.3574
14 H 0.72 1.74 0.77  0.3523
15 H 0.20 0.37 1.70  0.4237
16 H -1.59 -0.86 -0.41  0.5830
17 H -2.15 1.34 -0.61  0.2155
18 H -1.96 1.46 1.11  0.2349
19 H -2.02 -0.71 1.89  0.3342

Calculated values
SMILES = C[C@@](N)([NH3+])[C@H](N)O
Net charge = +1
Gap between HOMO and LUMO = 10.53 eV



Number 1: LUMO 0.655 eV. Number 2: LUMO 0.873 eV. Number 3: LUMO -3.042 eV.